[1]
The following is a quantum chemistry calculation of a single C4H12N2O2 molecule, from the OMol25 dataset.

- E_HOMO (eV) = -9.70
- gap between HOMO and LUMO (eV) = 10.537
- LUMO energy (eV) = 0.84
- energy (a.u.) = -419.5085
- energy relative to the best compared isomer or geometry (same formula, charge and spin) (eV) = 3.8100
- structure (SMILES) = C[C@H](O)[C@@H](N)N(C)O

```
! wB97M-V def2-TZVPD RIJCOSX def2/J DEFGRID3
* xyz 0 1
C 0.2645 0.3750 2.0659
C -0.6211 0.8754 0.9506
O -1.9770 0.7598 1.3682
C -0.4860 0.2066 -0.5865
N -0.6874 1.3080 -1.5050
N 0.7872 -0.4024 -0.8035
C 0.8819 -1.7431 -0.2251
O 0.7672 -0.7127 -2.3570
H 1.3182 0.5437 1.8311
H 0.0656 -0.6702 2.3153
H 0.0589 0.9366 2.9851
H -0.4261 1.9468 0.8255
H -2.5124 1.0384 0.6037
H -1.3152 -0.4973 -0.7292
H 0.1518 1.8835 -1.4850
H -0.7071 0.9033 -2.4390
H 1.2403 -2.5024 -0.9310
H 1.6216 -1.7507 0.5765
H -0.0325 -2.1898 0.1801
H 1.6076 -0.3087 -2.6406
*
```

***

[2]
The following is a quantum chemistry calculation of a single C4H6ClF molecule, from the OMol25 dataset.

- E_HOMO (eV) = -9.85
- gap between HOMO and LUMO (eV) = 10.769
- LUMO energy (eV) = 0.92
- energy (a.u.) = -716.0318
- energy relative to the best compared isomer or geometry (same formula, charge and spin) (eV) = 0.5233
- structure (SMILES) = C=C(CF)CCl

```
! wB97M-V def2-TZVPD RIJCOSX def2/J DEFGRID3
* xyz 0 1
C -0.7143 1.2424 -0.5545
C -0.0436 0.1936 -0.0212
C -0.7127 -1.1285 0.0435
F -2.0746 -1.1292 -0.2325
C 1.2891 0.3653 0.4927
Cl 2.2616 -0.8018 -0.4516
H -0.3867 2.2493 -0.7180
H -1.7549 1.0030 -0.7515
H -0.3063 -1.8582 -0.7212
H -0.6251 -1.5887 1.0404
H 1.4279 0.0817 1.5251
H 1.6396 1.3711 0.3488
*
```

***

[3]
The following is a quantum chemistry calculation of a single C21H29N3O5 molecule, from the OMol25 dataset.

- E_HOMO (eV) = -8.91
- gap between HOMO and LUMO (eV) = 9.619
- LUMO energy (eV) = 0.71
- energy (a.u.) = -1358.1838
- energy relative to the best compared isomer or geometry (same formula, charge and spin) (eV) = 0.0181
- structure (SMILES) = CCOC(=O)N1CCC(NC(=O)[C@@H]2CCCN2C(=O)OCc2ccccc2)CC1

```
! wB97M-V def2-TZVPD RIJCOSX def2/J DEFGRID3
* xyz 0 1
C -5.4560 -0.9446 2.6096
C -5.6923 0.3357 1.8208
O -4.5757 0.6589 0.9961
C -4.5115 -0.0013 -0.1868
O -5.3575 -0.7757 -0.5696
N -3.4227 0.3488 -0.9080
C -2.3593 1.1983 -0.4252
C -1.0750 0.3903 -0.2422
C -0.7051 -0.2942 -1.5625
N 0.5400 -1.0388 -1.4462
C 0.7296 -2.0518 -0.5860
O -0.1357 -2.5925 0.0713
C 2.2161 -2.4832 -0.4999
C 2.3757 -3.8119 0.2447
C 3.4797 -3.5630 1.2732
C 3.3065 -2.0832 1.6006
N 2.9417 -1.5163 0.3187
C 3.2946 -0.3095 -0.1397
O 3.0458 0.0934 -1.2625
O 3.9555 0.4224 0.7840
C 4.1770 1.7835 0.4097
C 2.8763 2.5410 0.3363
C 2.5128 3.2371 -0.8069
C 1.2951 3.8931 -0.8657
C 0.4292 3.8532 0.2135
C 0.7849 3.1547 1.3558
C 2.0032 2.5023 1.4170
C -1.8663 -1.1872 -2.0062
C -3.1329 -0.3424 -2.1448
H -4.5453 -0.8624 3.1983
H -6.2962 -1.1249 3.2743
H -5.3602 -1.7833 1.9248
H -5.8065 1.1945 2.4865
H -6.5820 0.2306 1.1916
H -2.6668 1.6516 0.5154
H -2.1886 1.9924 -1.1632
H -0.2648 1.0479 0.0777
H -1.2284 -0.3768 0.5176
H -0.5304 0.4728 -2.3259
H 1.3787 -0.5716 -1.7804
H 2.6435 -2.4950 -1.5081
H 1.4295 -4.0315 0.7440
H 2.6111 -4.6303 -0.4314
H 4.4608 -3.7306 0.8266
H 3.3809 -4.1965 2.1513
H 2.4904 -1.9355 2.3170
H 4.2093 -1.6068 1.9803
H 4.8248 2.1809 1.1952
H 4.6946 1.8193 -0.5541
H 3.1800 3.2560 -1.6554
H 1.0193 4.4319 -1.7602
H -0.5233 4.3595 0.1650
H 0.1110 3.1162 2.1989
H 2.2815 1.9486 2.3023
H -1.6316 -1.6622 -2.9594
H -2.0202 -1.9653 -1.2590
H -3.9932 -0.9695 -2.3821
H -3.0002 0.4026 -2.9386
*
```

***

[4]
The following is a quantum chemistry calculation of 3 unconnected molecules or ions with the total composition C3H12N2O2, from the OMol25 dataset.

- <S²> = 1.76
- E_HOMO (spin up / spin down) (eV) = -14.22 / -14.28
- gap between HOMO and LUMO (spin up / spin down) (eV) = 6.196 / 6.185
- LUMO energy (spin up / spin down) (eV) = -8.03 / -8.09
- energy (a.u.) = -380.9942
- energy relative to the best compared isomer or geometry (same formula, charge and spin) (eV) = 5.9455

```
! wB97M-V def2-TZVPD RIJCOSX def2/J DEFGRID3
* xyz 1 2
N -0.0733 0.9292 -1.0130
C 0.6602 0.2871 0.0297
C 1.9850 1.0779 0.2382
O -2.3504 0.0269 1.3260
C 0.9626 -1.1887 -0.3033
N 1.6454 -1.7122 0.8658
H -1.0358 0.5762 -1.2143
H -0.0352 1.9504 -1.0221
H 0.1435 0.3484 1.0107
H 2.7133 1.0141 -0.5657
H 1.7476 2.1295 0.4291
H -2.9911 -0.0809 2.0357
H 1.6872 -1.1605 -1.1260
H 0.0692 -1.7297 -0.6312
H 1.1618 -2.5654 1.1569
H 2.4206 0.6471 1.1354
H -2.7030 -0.0776 0.4017
H -3.3988 -0.2334 -1.6678
O -2.6089 -0.2384 -1.0858
*
```

***

[5]
The following is a quantum chemistry calculation of 2 unconnected molecules or ions with the total composition C9H14O, from the OMol25 dataset.

- E_HOMO (eV) = -8.98
- gap between HOMO and LUMO (eV) = 9.843
- LUMO energy (eV) = 0.86
- energy (a.u.) = -426.5183
- energy relative to the best compared isomer or geometry (same formula, charge and spin) (eV) = 1.4823
- structure (SMILES) = Cc1ccccc1.CCO

```
! wB97M-V def2-TZVPD RIJCOSX def2/J DEFGRID3
* xyz 0 1
C 2.2959 1.9728 0.9548
C 1.8660 0.6443 0.3812
C 1.2283 0.5293 -0.8517
C 0.7100 -0.6793 -1.3250
C 0.8906 -1.8504 -0.5710
C 1.4519 -1.7665 0.6873
C 1.9701 -0.5614 1.1032
H 2.2659 2.7900 0.2143
H 3.3672 1.7716 1.2936
H 1.8250 2.4201 1.8322
H 1.3074 1.3707 -1.5254
H 0.3124 -0.8721 -2.3275
H 0.4725 -2.7442 -1.0431
H 1.4062 -2.5930 1.3990
H 2.4240 -0.5356 2.0935
C -2.3466 0.4241 0.5127
C -3.1895 -0.2199 -0.5036
O -2.5050 -0.9881 -1.5169
H -2.1849 -0.1767 1.4195
H -2.3000 1.4897 0.7198
H -1.2943 0.2185 0.2076
H -3.9424 -0.9019 -0.0952
H -3.9147 0.5174 -1.0394
H -2.1160 -0.2595 -2.0202
*
```

***

[6]
The following is a quantum chemistry calculation of a molecular structure, C36H36FIN6ReS, from the OMol25 dataset.

- <S²> = 0.77
- E_HOMO (spin up / spin down) (eV) = -13.41 / -13.69
- gap between HOMO and LUMO (spin up / spin down) (eV) = 6.389 / 6.233
- LUMO energy (spin up / spin down) (eV) = -7.03 / -7.45
- energy (a.u.) = -2595.5177
- energy relative to the best compared isomer or geometry (same formula, charge and spin) (eV) = 0.0000

```
! wB97M-V def2-TZVPD RIJCOSX def2/J DEFGRID3
* xyz 2 2
Re -0.1424 -0.1784 0.4349
N 3.5850 -1.3920 2.4380
C 2.4226 -0.8343 2.0634
S 2.1166 -0.6878 0.3364
N 1.6053 -0.4175 2.9875
N 0.4700 0.1695 2.4279
C -0.0979 1.0892 3.1463
C 0.2641 1.4307 4.5309
C 0.5605 2.7497 4.8753
C 0.8833 3.0670 6.1861
C 0.8784 2.0751 7.1575
C 0.5712 0.7619 6.8190
C 0.2790 0.4354 5.5075
C -1.0767 1.8678 2.3782
C -1.9162 2.8015 2.9380
C -2.7225 3.5692 2.1047
C -2.6595 3.3764 0.7371
C -1.8255 2.3947 0.2387
N -1.0586 1.6430 1.0382
H 4.2673 -1.6699 1.7552
H 3.8486 -1.3771 3.4099
H 0.5735 3.5241 4.1147
H 1.1370 4.0855 6.4476
H 1.1148 2.3252 8.1839
H 0.5624 -0.0079 7.5801
H 0.0437 -0.5871 5.2413
H -1.9352 2.9258 4.0119
H -3.3831 4.3168 2.5259
H -3.2497 3.9694 0.0523
H -1.7575 2.2055 -0.8212
C 1.0171 -3.6024 -2.1281
C 0.2817 -2.4518 -2.8261
C -0.3018 -2.9313 -4.1595
C 1.1916 -1.2432 -3.0078
C 2.2732 -1.3728 -3.8740
C 3.1322 -0.3175 -4.1010
C 2.9065 0.8868 -3.4623
C 1.8357 1.0870 -2.5888
C 1.6918 2.5307 -2.0814
C 0.3976 3.2043 -2.5480
C 1.9418 2.7551 -0.5903
C 0.9933 -0.0161 -2.3614
N -0.2087 0.0839 -1.5037
C -1.4378 0.1814 -2.2103
C -1.5614 0.4326 -3.5759
C -2.8129 0.4497 -4.1728
C -3.9648 0.2174 -3.4242
C -3.8681 -0.0210 -2.0584
C -2.6109 -0.0238 -1.5163
F -2.4733 -0.2637 -0.1520
H 0.3312 -4.4324 -1.9368
H 1.4595 -3.2919 -1.1801
H 1.8231 -3.9835 -2.7599
H -0.5601 -2.1598 -2.2020
H 0.4710 -3.3654 -4.7971
H -0.7729 -2.1151 -4.7116
H -1.0540 -3.7052 -3.9896
H 2.4316 -2.3143 -4.3883
H 3.9576 -0.4205 -4.7935
H 3.5741 1.7194 -3.6536
H 2.5051 3.0578 -2.5791
H -0.4889 2.6233 -2.2915
H 0.3925 3.3349 -3.6315
H 0.2968 4.1934 -2.0928
H 1.1711 2.3169 0.0372
H 1.9548 3.8278 -0.3808
H 2.8990 2.3358 -0.2778
H -0.6672 0.6154 -4.1605
H -2.8903 0.6459 -5.2345
H -4.9373 0.2152 -3.8994
H -4.7346 -0.2004 -1.4346
I 0.9316 -5.2742 3.4175
C -0.1378 -4.2823 1.9551
C -1.0793 -4.9345 1.1683
C -1.7565 -4.2081 0.2018
C -1.4722 -2.8731 0.0357
N -0.5519 -2.2383 0.7929
C 0.0942 -2.9397 1.7500
H -1.2832 -5.9893 1.3104
H -2.5025 -4.6722 -0.4292
H -1.9737 -2.3010 -0.7251
H 0.7883 -2.4012 2.3749
*
```